Molecular formula: C31H73INO12
Method: DFT, the ωB97M-V functional and the def2-TZVPD basis

The geometry in ORCA input format:
```
! wB97M-V def2-TZVPD RIJCOSX def2/J DEFGRID3
* xyz 1 1
I 6.55 -1.34 -1.50
C 6.18 -0.82 -3.53
C 5.61 0.59 -3.67
C 4.36 0.90 -2.85
C 3.29 -0.16 -2.77
C 1.98 0.18 -2.07
C 1.14 -1.04 -2.46
C 1.55 -1.19 -3.88
N 2.72 -0.68 -4.07
H 5.53 -1.60 -3.93
H 7.13 -0.89 -4.04
H 6.38 1.28 -3.34
H 5.43 0.79 -4.73
H 4.67 1.05 -1.81
H 3.92 1.84 -3.18
H 3.69 -1.07 -2.29
H 2.06 0.42 -1.02
H 1.55 1.04 -2.61
H 1.50 -1.93 -1.92
H 0.06 -0.97 -2.32
H 0.94 -1.59 -4.68
H 3.16 -0.61 -4.98
C 3.38 -2.26 0.40
O 2.01 -2.45 0.70
C 1.78 -3.57 1.57
C 1.63 -3.12 3.00
O 2.82 -2.54 3.48
C 2.79 -1.12 3.57
H 3.47 -1.26 -0.02
H 4.02 -2.32 1.27
H 3.73 -2.99 -0.35
H 2.62 -4.27 1.49
H 0.87 -4.08 1.23
H 1.39 -3.99 3.62
H 0.80 -2.41 3.08
H 2.13 -0.79 4.37
H 2.45 -0.67 2.63
H 3.81 -0.79 3.78
C -1.82 -2.34 -4.61
O -0.95 -2.76 -5.65
C -1.11 -4.13 -6.01
C -1.93 -4.28 -7.27
O -3.26 -3.84 -7.07
C -3.54 -2.57 -7.64
H -1.75 -1.25 -4.54
H -2.86 -2.62 -4.82
H -1.53 -2.78 -3.65
H -1.59 -4.67 -5.19
H -0.12 -4.55 -6.17
H -1.96 -5.34 -7.53
H -1.46 -3.74 -8.09
H -3.55 -2.62 -8.73
H -2.81 -1.82 -7.32
H -4.53 -2.28 -7.29
C 6.82 3.42 5.54
O 7.92 2.92 4.80
C 8.07 1.51 4.88
C 7.57 0.82 3.63
O 6.17 0.98 3.46
C 5.82 1.99 2.54
H 6.72 4.47 5.28
H 5.89 2.89 5.30
H 7.00 3.34 6.62
H 7.54 1.12 5.76
H 9.14 1.30 5.00
H 7.78 -0.25 3.70
H 8.11 1.22 2.76
H 6.07 1.68 1.51
H 6.32 2.94 2.75
H 4.74 2.13 2.61
C -3.50 -0.18 2.41
O -3.14 1.15 2.08
C -2.25 1.76 3.01
C -0.84 1.79 2.47
O -0.30 0.49 2.31
C -0.41 -0.01 0.99
H -4.04 -0.58 1.56
H -2.62 -0.80 2.61
H -4.16 -0.20 3.29
H -2.28 1.23 3.96
H -2.59 2.78 3.18
H -0.20 2.33 3.17
H -0.83 2.32 1.51
H 0.25 0.54 0.31
H -1.44 0.07 0.62
H -0.10 -1.05 1.01
C -3.92 1.76 -0.35
O -3.27 2.74 -1.14
C -1.91 2.46 -1.39
C -1.69 1.92 -2.79
O -2.30 0.66 -2.97
C -3.53 0.72 -3.69
H -4.99 2.00 -0.36
H -3.78 0.75 -0.76
H -3.56 1.78 0.68
H -1.52 1.75 -0.65
H -1.35 3.39 -1.28
H -0.61 1.81 -2.95
H -2.07 2.64 -3.52
H -3.36 0.93 -4.75
H -4.19 1.49 -3.27
H -4.00 -0.25 -3.59
C -9.27 2.05 5.19
O -8.39 2.81 4.38
C -7.04 2.76 4.79
C -6.22 1.82 3.94
O -6.62 0.47 4.08
C -7.44 0.00 3.03
H -10.23 2.04 4.69
H -8.91 1.03 5.32
H -9.38 2.51 6.18
H -6.97 2.46 5.84
H -6.62 3.77 4.70
H -5.17 1.89 4.24
H -6.29 2.13 2.89
H -6.87 -0.10 2.10
H -8.29 0.67 2.85
H -7.81 -0.98 3.32
*
```

Output
**E_HOMO**: -10.58 eV
**LUMO**: -3.73 eV
**E**: -2479.76348 Ha

***

Molecular formula: C31H74N4O6P3
Method: DFT, the ωB97M-V functional and the def2-TZVPD basis

The geometry in ORCA input format:
```
! wB97M-V def2-TZVPD RIJCOSX def2/J DEFGRID3
* xyz -1 1
C -5.73 -0.10 1.61
N -4.35 -0.57 1.83
C -3.75 -1.01 0.54
C -2.38 -0.38 0.26
O -1.57 -1.38 -0.32
P -0.79 -0.84 -1.82
C 0.27 -0.22 -3.25
C -0.37 -0.30 -4.65
C 0.18 -1.41 -5.54
C 1.66 -1.23 -5.88
C 1.96 -1.67 -7.30
C 3.45 -1.48 -7.64
C 3.95 -2.61 -8.58
C 4.89 -3.55 -7.84
C 6.28 -2.94 -7.67
O 6.73 -3.06 -6.33
C 8.11 -3.27 -6.24
P -0.43 -3.02 -2.32
P -2.30 -3.95 -2.92
O -2.03 -4.95 -3.94
O -3.04 -4.68 -1.66
O -3.32 -2.86 -3.52
O -1.27 0.79 -1.47
C -2.37 0.91 -0.58
C -2.10 2.13 0.29
C -3.36 3.00 0.49
C -3.46 3.70 1.84
C -2.13 4.18 2.43
N -1.30 4.94 1.48
C -0.01 4.53 1.25
N 0.50 4.82 0.11
N 0.68 3.89 2.29
H -5.68 0.77 0.96
H -6.18 0.16 2.56
H -6.32 -0.87 1.11
H -4.44 -1.43 2.36
H -3.60 -2.09 0.56
H -4.44 -0.79 -0.28
H -1.96 -0.15 1.25
H -2.03 -0.90 -2.58
H 0.43 -0.79 -1.02
H 0.61 0.79 -3.07
H 1.16 -0.84 -3.28
H -1.45 -0.48 -4.57
H -0.28 0.63 -5.21
H -0.42 -1.42 -6.44
H 0.04 -2.38 -5.06
H 1.96 -0.19 -5.75
H 2.25 -1.82 -5.18
H 1.40 -1.02 -7.97
H 1.67 -2.70 -7.46
H 4.06 -1.54 -6.75
H 3.63 -0.53 -8.14
H 3.13 -3.19 -8.99
H 4.52 -2.19 -9.41
H 4.97 -4.52 -8.33
H 4.52 -3.72 -6.83
H 6.28 -1.91 -8.01
H 6.96 -3.50 -8.32
H 8.69 -2.46 -6.69
H 8.40 -3.36 -5.20
H 8.39 -4.20 -6.75
H -0.11 -3.67 -1.10
H -2.77 -4.19 -0.86
H -3.64 -2.30 -2.79
H -3.22 1.02 -1.26
H -1.39 2.72 -0.28
H -1.63 1.86 1.22
H -4.23 2.35 0.41
H -3.45 3.71 -0.32
H -4.12 4.56 1.79
H -3.90 3.04 2.58
H -1.63 3.33 2.87
H -2.37 4.85 3.25
H -1.76 5.10 0.60
H 1.46 4.48 0.05
H 1.65 3.77 2.04
H 0.31 2.96 2.42
C 4.18 -4.92 3.08
C 2.67 -5.08 2.89
C 2.16 -4.45 1.59
C 2.36 -2.93 1.48
C 1.73 -2.11 2.60
C 0.21 -2.25 2.66
H 4.47 -3.88 3.16
H 4.50 -5.42 4.00
H 4.72 -5.37 2.25
H 2.14 -4.65 3.75
H 2.42 -6.14 2.87
H 1.09 -4.68 1.48
H 2.66 -4.92 0.74
H 1.95 -2.60 0.52
H 3.43 -2.71 1.44
H 1.98 -1.06 2.44
H 2.16 -2.39 3.57
H -0.24 -1.95 1.71
H -0.20 -1.62 3.44
H -0.10 -3.28 2.87
C -1.12 6.88 6.39
C -0.79 5.78 7.40
C -1.18 4.39 6.92
C -2.68 4.19 6.68
C -3.58 4.46 7.88
C -3.30 3.54 9.07
H -2.19 6.95 6.21
H -0.78 7.85 6.76
H -0.62 6.69 5.43
H -1.26 6.01 8.36
H 0.29 5.79 7.58
H -0.83 3.65 7.65
H -0.65 4.17 5.99
H -2.84 3.16 6.35
H -3.00 4.82 5.85
H -4.62 4.34 7.57
H -3.48 5.50 8.20
H -3.43 2.49 8.78
H -4.00 3.75 9.88
H -2.29 3.66 9.45
*
```

Output
**E_HOMO**: -4.65 eV
**LUMO**: 2.24 eV
**E**: -2920.16288 Ha